ORCA calculation (the ωB97M-V functional and the def2-TZVPD basis) on an isolated molecule of C2H6NO2P in a non-equilibrium geometry.

Geometry as ORCA input:
```
! wB97M-V def2-TZVPD RIJCOSX def2/J DEFGRID3
* xyz 0 1
H -1.13230 2.10329 -0.50395
N -0.28016 1.71997 -0.21494
C 0.05447 0.57922 -0.04139
C 1.51056 0.08630 0.18881
O 1.50822 -1.34125 -0.01731
P -1.10828 -0.96663 -0.13015
O -2.57181 -0.21775 0.29954
H 2.03050 0.63844 -0.57160
H 1.99241 0.27046 1.24487
H 1.55226 -1.52583 -0.93024
H -0.55038 -1.21172 1.18177
H -3.00549 -0.13451 -0.50540
*
```

The value obtained for the total energy is -17043.5404 eV. The frontier orbital gap is 9.1 eV. The value obtained for the HOMO energy is -0.3096 Eh. The relative energy (zero: lowest compared OMol25 entry of this formula, charge and spin) is 2.2268 eV. As for the SMILES: [H]/N=C(/CO)PO.

Results of the natural (NBO) charge analysis, in e, for atoms 1 through 8:
1. H 0.371
2. N -0.659
3. C 0.078
4. C -0.148
5. O -0.719
6. P 0.715
7. O -0.959
8. H 0.196

=====

ORCA calculation (the ωB97M-V functional and the def2-TZVPD basis) on the ion C4H11NOS with charge +1 in a non-equilibrium geometry.

Geometry as ORCA input:
```
! wB97M-V def2-TZVPD RIJCOSX def2/J DEFGRID3
* xyz 1 2
C -0.68532 -0.66305 1.90685
N -0.16503 0.60934 1.33579
C 0.12397 0.66423 -0.11447
C 1.17681 -0.43220 -0.51809
S 2.00899 0.19119 -2.00716
C -1.20121 0.39330 -0.86304
O -1.13482 0.56461 -2.25518
H -0.58888 -0.58306 2.98841
H -1.77352 -0.57846 1.81177
H -0.30133 -1.61828 1.55031
H 0.77679 0.63608 1.71645
H 0.30831 1.72130 -0.30341
H 0.62783 -1.36943 -0.57169
H 1.95120 -0.44512 0.24444
H 3.02752 0.78765 -1.37857
H -1.49681 -0.61869 -0.52040
H -2.06028 0.91855 -0.44468
H -0.59423 -0.17795 -2.57732
*
```

The value obtained for the total energy is -18688.9708 eV. The frontier orbital gap (spin up / spin down) is 11.2 / 5.2 eV. The value obtained for the HOMO energy (spin up / spin down) is -0.5415 / -0.5124 Eh. The relative energy (zero: lowest compared OMol25 entry of this formula, charge and spin) is 2.1108 eV.

Results of the natural (NBO) charge analysis, in e, for atoms 1 through 8:
1. C -0.484
2. N -0.361
3. C -0.096
4. C -0.558
5. S 0.369
6. C -0.089
7. O -0.641
8. H 0.246

=====

ORCA calculation (the ωB97M-V functional and the def2-TZVPD basis) on a cluster of 2 separate species, C3H10S in total in a non-equilibrium geometry.

Geometry as ORCA input:
```
! wB97M-V def2-TZVPD RIJCOSX def2/J DEFGRID3
* xyz 0 1
C -1.97159 -0.29161 0.71664
C -1.23497 -1.20810 -0.27941
C -0.11519 -0.38648 -0.94612
H -2.29563 0.64716 0.19051
H -2.93693 -0.74882 0.94481
H -1.36131 -0.01027 1.54911
H -1.22533 -2.25934 0.24371
H -1.69118 -1.62159 -1.22652
H 0.85129 -0.88720 -1.16669
H -0.03952 0.61284 -0.67210
H -0.27908 -0.16797 -1.99523
S 3.73503 1.81956 1.39170
H 4.74680 2.58777 1.29913
H 3.81761 1.91404 -0.04956
*
```

The value obtained for the total energy is -14106.5803 eV. The frontier orbital gap is 10.6 eV. The value obtained for the HOMO energy is -0.3597 Eh. The relative energy (zero: lowest compared OMol25 entry of this formula, charge and spin) is 1.7562 eV. As for the SMILES: CCC.S.

Results of the natural (NBO) charge analysis, in e, for atoms 1 through 8:
1. C -0.608
2. C -0.433
3. C -0.636
4. H 0.195
5. H 0.210
6. H 0.213
7. H 0.213
8. H 0.211

=====

ORCA calculation (the ωB97M-V functional and the def2-TZVPD basis) on a structure of composition C6H10OPS2 in a non-equilibrium geometry.

Geometry as ORCA input:
```
! wB97M-V def2-TZVPD RIJCOSX def2/J DEFGRID3
* xyz 1 1
C -2.30920 1.62969 1.11395
C -1.07636 0.89622 1.30384
C -2.31296 2.08195 -0.20046
C -0.26717 0.97891 0.21380
C -1.05114 1.67049 -0.86437
C 1.44170 -2.57816 0.07287
O 1.93480 -1.59793 -0.70194
P 1.39819 0.51751 0.07201
S 2.14933 0.28753 1.95366
S 2.27738 1.81678 -1.29126
H -3.19854 1.69033 1.77148
H -1.02556 0.18436 2.19408
H -3.16290 2.40192 -0.76752
H -1.17867 1.10302 -1.77368
H -0.39222 2.50052 -1.09853
H 1.16972 -3.63802 -0.43429
H 0.42412 -2.24590 0.47633
H 1.92913 -2.76582 1.09660
H 3.25431 0.24799 1.31347
H 3.41419 1.14998 -1.46011
*
```

The value obtained for the total energy is -39380.4236 eV. The frontier orbital gap (spin up / spin down) is 7.2 / 7.2 eV. The value obtained for the HOMO energy (spin up / spin down) is -0.4791 / -0.4787 Eh. The relative energy (zero: lowest compared OMol25 entry of this formula, charge and spin) is 1.4564 eV.

Results of the natural (NBO) charge analysis, in e, for atoms 1 through 8:
1. C -0.253
2. C -0.055
3. C -0.040
4. C -0.529
5. C -0.489
6. C -0.284
7. O -0.611
8. P 1.203

=====

ORCA calculation (the ωB97M-V functional and the def2-TZVPD basis) on a structure of composition C24H40BeBr3Cl5F9LiMgN3O9PS3Si in a non-equilibrium geometry.

Geometry as ORCA input:
```
! wB97M-V def2-TZVPD RIJCOSX def2/J DEFGRID3
* xyz 0 1
C 0.13860 -0.65973 2.66962
C -0.98515 -1.78802 2.97638
C -1.93492 -2.03316 1.69019
C -3.15203 -1.00944 1.89884
N -4.36027 -1.27765 1.07607
C -4.33745 -0.56271 -0.23379
C -3.26903 -1.10690 -1.29194
C -2.13030 -0.06864 -1.73525
C -1.47847 0.74260 -0.53871
Si -0.36900 2.18756 -1.18863
C -1.57290 3.65998 -1.52989
C -1.78110 4.60867 -0.27589
C -2.51626 3.89915 0.95903
Cl -2.87675 5.99982 -0.84452
C 0.62320 1.68495 -2.77013
F 1.72385 2.55727 -2.87742
F 1.08188 0.34981 -2.81031
F -0.26890 1.91311 -3.89218
C -5.56287 -0.75405 1.75289
S -5.55243 0.62327 2.72039
S -7.22541 -1.57420 1.54694
C -8.23126 -0.19300 0.76814
C -8.29331 -0.39908 -0.83435
C -7.47602 0.70585 -1.64671
H -0.28140 0.38239 2.95281
H 0.99094 -0.86555 3.38228
H 0.43745 -0.67550 1.57957
H -0.52710 -2.76387 3.34183
H -1.56932 -1.37151 3.86301
H -2.32289 -3.09556 1.62663
H -1.35523 -1.80577 0.73601
H -3.47584 -1.17710 2.98165
H -2.78997 0.05875 1.84757
H -4.29563 0.57172 -0.05802
H -5.36574 -0.73911 -0.70646
H -2.80092 -2.10640 -1.00081
H -3.85810 -1.33588 -2.24715
H -2.51893 0.57677 -2.58936
H -1.28675 -0.69921 -2.18678
H -2.21660 1.24841 0.15506
H -0.82219 0.07797 0.12307
H 0.48748 2.55677 -0.03832
H -2.59569 3.32974 -1.88483
H -1.10645 4.29415 -2.35776
H -0.83846 5.09775 0.11196
H -1.75009 3.20632 1.42452
H -2.98563 4.62620 1.67987
H -3.31738 3.22744 0.49068
H -7.74066 0.82231 0.93007
H -9.28255 -0.11977 1.22644
H -7.90860 -1.43692 -1.10928
H -9.37605 -0.34892 -1.19518
H -6.71217 0.25039 -2.36731
H -6.86886 1.39697 -0.97100
H -8.16663 1.33216 -2.28315
Mg -0.46605 0.57669 -5.58843
C -2.36549 1.92500 3.78126
O -2.32771 0.70487 3.97558
O -3.37889 2.65726 3.93433
O -1.38456 2.62522 3.40673
Li -0.62182 0.92887 5.33858
C 1.07155 5.55848 3.18200
N 1.71588 4.52590 4.03396
O 2.84525 4.18660 3.74569
O 1.05879 4.09364 4.96385
H 1.76742 5.84958 2.39870
H 0.17174 5.11644 2.75598
H 0.83083 6.40725 3.81986
C 3.12049 -2.97201 -0.71866
Cl 2.21302 -1.64439 -1.49053
Cl 4.52884 -2.30896 0.13237
Cl 2.08605 -3.83638 0.42913
Cl 3.66751 -4.10680 -1.97034
N 7.52364 -5.00136 -2.52731
C 8.65099 -5.50352 -3.11322
C 8.36842 -5.75186 -4.44708
C 7.03040 -5.38123 -4.66722
C 6.52843 -4.91636 -3.46441
H 7.43821 -4.73516 -1.56019
H 9.55569 -5.64478 -2.54191
H 9.06021 -6.15565 -5.17386
H 6.48599 -5.44228 -5.59670
H 5.55351 -4.53650 -3.20027
O 3.46243 -1.07740 6.40550
S 2.53698 -2.11852 5.93555
O 3.16391 -2.85187 4.82594
O 1.28349 -1.50491 5.47016
O 2.25027 -3.04046 7.04308
Be -10.76731 -0.16938 2.43738
C -1.31976 9.40977 1.17287
Br -1.76857 10.33658 2.81381
Br 0.06022 10.33510 0.17624
Br -0.85120 7.55752 1.49882
H -2.21315 9.40699 0.55335
F 11.04975 -5.67173 -6.66864
P 12.21069 -6.50410 -5.89080
F 12.59157 -6.74548 -4.33061
F 12.59492 -4.94773 -5.63663
F 13.78876 -6.72716 -6.18893
F 12.21819 -7.48636 -7.18096
F 11.00672 -7.44001 -5.32036
*
```

The value obtained for the total energy is -401335.2571 eV. The frontier orbital gap is 1.2 eV. The value obtained for the HOMO energy is -0.2931 Eh.

Results of the Löwdin charge analysis, in e, for atoms 1 through 8:
1. C -0.095
2. C -0.209
3. C -0.147
4. C -0.236
5. N -0.174
6. C -0.187
7. C -0.145
8. C -0.242

=====

ORCA calculation (the ωB97M-V functional and the def2-TZVPD basis) on a cluster of 2 separate species, C5H9NO in total in a non-equilibrium geometry.

Geometry as ORCA input:
```
! wB97M-V def2-TZVPD RIJCOSX def2/J DEFGRID3
* xyz 0 1
C -1.27431 -0.75005 0.34090
C -0.27407 0.21761 -0.20522
C -0.41988 0.66147 -1.62295
C 0.56160 0.97500 0.71768
O 0.96629 0.44884 1.82629
C 1.80747 -1.24659 0.91990
N 1.37343 -1.42996 -0.15357
H -1.23149 -1.67810 -0.23566
H -2.28753 -0.34120 0.24063
H -1.05078 -0.96079 1.38856
H -1.46788 0.76504 -1.92283
H 0.11949 1.59445 -1.81468
H 0.03124 -0.12228 -2.24292
H 1.21732 1.69330 0.18391
H -0.47058 1.55446 0.77798
H 2.39968 -1.38118 1.80200
*
```

The value obtained for the total energy is -8864.9065 eV. The frontier orbital gap is 9.3 eV. The value obtained for the HOMO energy is -0.3302 Eh. The relative energy (zero: lowest compared OMol25 entry of this formula, charge and spin) is 4.3061 eV.

Results of the natural (NBO) charge analysis, in e, for atoms 1 through 8:
1. C -0.713
2. C 0.340
3. C -0.705
4. C -0.061
5. O -0.719
6. C 0.193
7. N -0.463
8. H 0.257

=====

ORCA calculation (the ωB97M-V functional and the def2-TZVPD basis) on an isolated molecule of C3H4OS2 in a non-equilibrium geometry.

Geometry as ORCA input:
```
! wB97M-V def2-TZVPD RIJCOSX def2/J DEFGRID3
* xyz 0 1
C -0.36965 0.38705 2.21711
C -0.31394 0.13892 1.06444
C -0.07331 -0.12248 -0.53623
O -0.88947 -0.97360 -1.16207
S 1.65803 -0.69103 -0.56633
S -0.23883 1.65040 -1.30920
H -0.44083 0.46579 3.31929
H -0.64179 -0.98322 -2.02764
H 1.30206 -2.08155 -0.75428
H 0.00773 2.20972 -0.24507
*
```

The value obtained for the total energy is -26889.9529 eV. The frontier orbital gap is 9.9 eV. The value obtained for the HOMO energy is -0.3424 Eh. The relative energy (zero: lowest compared OMol25 entry of this formula, charge and spin) is 3.9361 eV. As for the SMILES: C#CC(O)(S)S.

Results of the natural (NBO) charge analysis, in e, for atoms 1 through 8:
1. C -0.246
2. C -0.060
3. C 0.046
4. O -0.678
5. S -0.023
6. S -0.035
7. H 0.253
8. H 0.480

=====

ORCA calculation (the ωB97M-V functional and the def2-TZVPD basis) on a cluster of 2 separate species, C3H5N3O in total in a non-equilibrium geometry.

Geometry as ORCA input:
```
! wB97M-V def2-TZVPD RIJCOSX def2/J DEFGRID3
* xyz 0 1
C -0.90124 1.07647 1.54267
C 0.60661 -0.43686 -1.07085
C 0.26374 -1.08527 1.67391
N -0.07392 0.05837 1.80902
N -2.13920 0.77799 1.68283
N 0.96847 -0.73878 -2.23942
O 0.17829 0.64546 -0.76915
H -0.47706 2.11799 1.14631
H 0.60067 -1.82675 2.29144
H -2.73526 1.56079 1.59873
H 1.05951 -1.72376 -2.58551
H 1.34453 -0.06913 -2.89265
*
```

The value obtained for the total energy is -9704.5732 eV. The frontier orbital gap (spin up / spin down) is 6.8 / 8.4 eV. The value obtained for the HOMO energy (spin up / spin down) is -0.2563 / -0.2962 Eh. The relative energy (zero: lowest compared OMol25 entry of this formula, charge and spin) is 6.0106 eV.

Results of the natural (NBO) charge analysis, in e, for atoms 1 through 8:
1. C 0.234
2. C 0.557
3. C 0.183
4. N -0.387
5. N -0.672
6. N -0.836
7. O -0.584
8. H 0.201